1.
Entry from the OMol25 dataset: 2 unconnected molecules or ions with the total composition C6H9N2O2S2 (the ωB97M-V functional and the def2-TZVPD basis).

Geometry as XYZ:
```
21
Properties=species:S:1:pos:R:3:nbo_charge:R:1
C 1.037 -1.691 -0.894 -0.068
C 0.814 1.242 -0.105 0.121
C -1.653 -2.860 -1.721 0.891
C -1.169 0.790 1.083 -0.432
C -0.064 2.927 1.273 -0.434
C 0.519 -0.547 -1.284 -0.231
N 1.807 -1.895 0.238 -0.826
N -0.152 1.688 0.594 -0.453
O -1.864 -1.755 -1.397 -0.670
O -2.185 -3.889 -2.059 -0.678
S 0.493 -3.114 -1.734 -0.231
S 2.321 1.837 -0.281 -0.264
H -1.046 -0.200 0.491 0.290
H -1.114 0.947 2.082 0.187
H -2.174 1.026 0.685 0.193
H -1.000 3.428 1.236 0.195
H 0.287 2.805 2.318 0.186
H 0.743 3.398 0.705 0.242
H -0.341 -0.476 -1.949 0.233
H 2.309 -1.013 0.531 0.379
H 2.433 -2.650 0.189 0.371
```

Calculated values
E_LUMO ... 3.0 eV
Strongest force on any atom ... 6.1 eV Å⁻¹
Charge ... -1
E ... -35112.242 eV

=====

2.
Entry from the OMol25 dataset: 2 unconnected molecules or ions with the total composition BrH2O2P (the ωB97M-V functional and the def2-TZVPD basis).

Geometry as XYZ:
```
6
Properties=species:S:1:pos:R:3:nbo_charge:R:1
O -0.752 0.345 1.290 -0.941
O -0.625 -0.474 -0.930 -1.009
P -0.015 -0.822 0.518 1.570
Br 2.573 0.870 0.130 -0.655
H -1.073 0.893 0.672 0.501
H -0.108 -0.812 -1.679 0.534
```

Calculated values
E_LUMO (alpha / beta) ... -1.6 / -1.6 eV
Energy above the lowest of the compared OMol25 structures with the same formula, charge and spin ... 141.9 kJ/mol
Strongest force on any atom ... 5.8 eV Å⁻¹
E ... -83458.926 eV

=====

3.
Entry from the OMol25 dataset: 5 unconnected molecules or ions with the total composition C24H50NO13 (the ωB97M-V functional and the def2-TZVPD basis).

Geometry as XYZ:
```
88
Properties=species:S:1:pos:R:3:mulliken_charge:R:1
C -4.702 -4.543 1.850 -1.252
C -3.313 -4.418 1.232 -0.483
C -3.068 -3.063 0.556 -0.469
C -2.407 -2.011 1.447 0.791
C -2.846 -0.568 1.175 -1.352
C -1.940 0.511 1.792 1.675
C -2.497 1.220 3.040 -0.823
C -1.949 0.719 4.387 -0.570
C -0.590 1.371 4.750 -1.216
N 0.404 1.482 3.726 0.000
C 1.559 0.702 4.031 -0.957
C 1.380 -0.837 4.197 -0.394
C 1.554 -1.543 2.861 -0.009
O 0.916 -2.826 2.759 -0.615
H -5.489 -4.385 1.101 0.310
H -4.872 -5.527 2.302 0.390
H -4.860 -3.794 2.636 0.273
H -3.158 -5.233 0.515 0.330
H -2.559 -4.547 2.023 0.277
H -4.042 -2.667 0.216 0.492
H -2.463 -3.202 -0.345 -0.058
H -2.626 -2.269 2.499 0.138
H -1.315 -2.049 1.333 -0.374
H -2.904 -0.446 0.081 0.362
H -3.870 -0.442 1.557 0.403
H -1.737 1.284 1.037 -0.581
H -0.957 0.096 2.046 -0.591
H -2.267 2.293 2.981 0.100
H -3.596 1.134 3.029 0.529
H -1.875 -0.382 4.379 0.129
H -2.678 0.975 5.172 0.449
H -0.222 0.816 5.645 0.370
H -0.866 2.379 5.141 0.327
H 2.134 1.048 4.933 0.309
H 2.243 0.837 3.175 -0.006
H 0.378 -1.053 4.596 0.262
H 2.096 -1.255 4.924 0.351
H 2.613 -1.752 2.663 0.455
H 1.186 -0.881 2.062 -0.241
H 0.021 -2.700 3.063 0.307
C -0.907 4.108 0.959 -0.632
O -1.702 5.195 1.468 -0.325
C -2.439 5.812 0.568 0.718
O -2.501 5.567 -0.610 -0.559
O -3.129 6.786 1.176 -0.339
C -3.979 7.528 0.303 -0.638
H -0.377 3.703 1.820 0.187
H -1.557 3.347 0.534 0.310
H -0.208 4.475 0.209 0.476
H -4.719 6.877 -0.159 0.292
H -3.399 8.013 -0.480 0.289
H -4.461 8.267 0.936 0.211
C 0.692 -0.635 -0.719 -0.199
O 0.266 -2.006 -0.625 -0.020
C 0.185 -2.669 -1.762 0.664
O 0.367 -2.235 -2.873 -0.588
O -0.128 -3.937 -1.490 -0.256
C -0.233 -4.775 -2.643 -0.788
H 0.689 -0.276 0.306 -0.535
H 1.697 -0.573 -1.134 0.461
H -0.001 -0.067 -1.336 0.367
H 0.711 -4.804 -3.183 0.305
H -1.013 -4.412 -3.311 0.323
H -0.485 -5.757 -2.254 0.229
C 4.163 -1.747 -8.744 -0.635
O 4.149 -0.939 -7.567 -0.334
C 3.591 -1.535 -6.505 0.731
O 3.136 -2.648 -6.505 -0.556
O 3.636 -0.696 -5.486 -0.222
C 3.044 -1.190 -4.265 -0.373
H 4.639 -1.135 -9.504 0.210
H 4.731 -2.661 -8.576 0.290
H 3.150 -2.012 -9.042 0.292
H 3.565 -2.086 -3.937 0.303
H 1.988 -1.404 -4.405 0.352
H 3.174 -0.385 -3.547 -0.030
C 4.696 2.244 -3.193 -0.584
O 4.497 2.887 -1.928 -0.392
C 3.704 2.168 -1.118 0.703
O 3.129 1.161 -1.455 -0.544
O 3.523 2.833 0.001 -0.415
C 2.469 2.310 0.842 -0.298
H 5.210 2.948 -3.838 0.278
H 5.276 1.332 -3.065 0.278
H 3.720 1.977 -3.594 0.240
H 2.679 1.284 1.130 0.216
H 1.524 2.353 0.306 0.131
H 2.422 2.936 1.726 0.371
```

Calculated values
E_LUMO ... 2.2 eV
Strongest force on any atom ... 1.3 eV Å⁻¹
Charge ... -1
E ... -53806.151 eV

=====

4.
Entry from the OMol25 dataset: 2 unconnected molecules or ions with the total composition C3H6N2O (the ωB97M-V functional and the def2-TZVPD basis).

Geometry as XYZ:
```
12
Properties=species:S:1:pos:R:3:nbo_charge:R:1
C 1.267 -1.108 -1.607 -0.101
C 0.182 -1.208 -0.728 -0.144
N 0.213 -0.057 0.040 -0.521
C 1.191 0.677 -0.462 0.159
N 1.936 0.083 -1.421 -0.465
H 1.714 -1.769 -2.348 0.214
H -0.675 -1.864 -0.573 0.214
H -0.418 0.211 0.800 0.449
H 1.362 1.583 0.120 0.182
O -1.967 1.021 1.815 -0.961
H -2.157 0.724 2.733 0.484
H -2.648 1.708 1.630 0.489
```

Calculated values
E_LUMO ... 0.3 eV
Energy above the lowest of the compared OMol25 structures with the same formula, charge and spin ... 105.7 kJ/mol
Strongest force on any atom ... 2.7 eV Å⁻¹
SMILES string ... c1c[nH]cn1.O
E ... -8235.603 eV

=====

5.
Entry from the OMol25 dataset: a molecular structure, C25H43AgNO24S3 (the ωB97M-V functional and the def2-TZVPD basis).

Geometry as XYZ:
```
97
Properties=species:S:1:pos:R:3:mulliken_charge:R:1
Ag 1.689 -1.606 -2.568 0.364
O -0.075 -0.667 -1.566 -0.380
C 0.431 0.206 -0.689 0.635
C 1.938 0.101 -0.239 1.313
O 2.860 -0.371 -1.107 -0.863
H -0.189 0.210 0.235 -0.321
H 0.324 1.264 -1.031 -0.290
H 1.936 -0.614 0.605 -0.215
H 2.251 1.094 0.117 -0.418
C -2.075 -3.465 -0.641 0.039
N -1.300 -4.743 -0.792 1.054
O -1.038 -5.095 -1.929 -0.586
O -0.883 -5.273 0.211 -0.588
H -1.797 -3.013 0.298 -0.068
H -3.116 -3.744 -0.790 0.375
H -1.757 -2.934 -1.533 -0.238
O 0.655 -2.623 -4.244 -0.585
C -0.451 -2.941 -4.618 0.582
O -0.644 -4.087 -5.262 -0.370
C -2.045 -4.257 -5.576 -0.597
C -2.761 -3.286 -4.634 -0.428
C -1.746 -2.171 -4.470 0.350
H -2.292 -5.291 -5.362 0.406
H -2.229 -3.997 -6.618 0.284
H -2.946 -3.794 -3.682 0.071
H -3.764 -2.990 -4.939 0.438
H -1.679 -1.660 -3.510 -0.176
H -1.802 -1.452 -5.293 0.100
O 5.395 3.366 -0.927 -0.579
C 5.244 2.533 -0.090 0.516
O 4.548 2.792 1.058 -0.390
C 4.531 1.665 1.928 0.140
C 5.506 0.625 1.374 -0.341
C 5.747 1.108 -0.075 -0.358
H 3.527 1.234 1.983 -0.227
H 4.824 2.006 2.920 0.469
H 5.108 -0.387 1.397 0.081
H 6.446 0.649 1.926 0.363
H 5.059 0.493 -0.659 -0.023
H 6.775 0.979 -0.386 0.408
O 0.335 6.886 1.738 -0.562
C 0.723 5.801 1.452 0.393
O 1.024 5.455 0.163 -0.429
C 1.287 4.055 0.055 0.077
C 0.817 3.472 1.381 1.038
C 1.055 4.622 2.343 -0.545
H 2.318 3.805 -0.203 0.079
H 0.686 3.659 -0.770 -0.028
H 1.370 2.565 1.662 -0.311
H -0.189 3.053 1.336 -0.388
H 2.118 4.644 2.591 0.312
H 0.480 4.559 3.260 0.370
O -2.964 0.273 5.766 -0.581
C -2.488 -0.248 4.809 0.399
O -3.133 -1.228 4.115 -0.427
C -2.389 -1.606 2.941 0.124
C -0.944 -1.185 3.250 0.531
C -1.141 0.022 4.160 -0.184
H -2.746 -1.056 2.077 -0.348
H -2.468 -2.689 2.907 0.402
H -0.330 -1.071 2.356 -0.397
H -0.461 -1.957 3.857 0.208
H -1.241 0.968 3.614 -0.162
H -0.371 0.203 4.905 0.464
C 3.643 -1.986 4.173 -0.364
C 2.815 -2.135 2.915 0.214
O 1.938 -3.238 3.201 -0.239
S 2.598 -4.215 4.291 1.102
O 2.957 -5.430 3.679 -0.555
O 1.804 -4.173 5.449 -0.536
O 3.928 -3.351 4.516 -0.366
H 3.098 -1.520 4.994 0.389
H 4.584 -1.481 3.975 0.283
H 3.415 -2.436 2.052 0.234
H 2.222 -1.262 2.652 -0.112
C -2.223 2.007 -3.417 0.513
C -0.945 1.869 -4.242 -0.112
O -1.395 1.621 -5.581 -0.363
S -2.940 1.252 -5.636 1.088
O -3.100 -0.012 -6.237 -0.553
O -3.680 2.356 -6.105 -0.583
O -3.136 1.108 -4.064 -0.225
H -2.618 3.024 -3.469 0.373
H -2.117 1.684 -2.387 -0.689
H -0.416 0.984 -3.908 0.137
H -0.353 2.777 -4.199 0.409
C -3.330 0.821 0.199 0.590
C -4.473 1.681 -0.254 -0.394
O -4.125 2.966 0.270 -0.341
S -3.570 2.770 1.757 0.957
O -4.624 2.804 2.692 -0.555
O -2.469 3.645 1.911 -0.475
O -3.072 1.242 1.554 -0.143
H -2.387 0.883 -0.348 -0.494
H -3.592 -0.239 0.160 0.171
H -5.440 1.385 0.156 0.381
H -4.552 1.731 -1.339 0.279
```

Calculated values
E_LUMO (alpha / beta) ... -0.4 / -3.5 eV
Strongest force on any atom ... 1.8 eV Å⁻¹
2S+1 ... 2
E ... -113748.721 eV

=====

6.
Entry from the OMol25 dataset: a single C11H16O4 molecule (the ωB97M-V functional and the def2-TZVPD basis).

Geometry as XYZ:
```
31
Properties=species:S:1:pos:R:3:nbo_charge:R:1
C -3.104 -1.148 -3.747 -0.633
C -1.943 -1.575 -2.928 -0.337
C -1.528 -1.083 -1.718 0.557
O -0.380 -1.617 -1.210 -0.500
C 0.057 -1.309 0.108 -0.059
C -0.537 -0.015 0.646 -0.190
C -2.031 -0.003 0.363 -0.052
O -2.291 -0.132 -1.049 -0.510
C 0.248 1.150 0.042 -0.055
O 1.595 1.243 0.524 -0.501
C 1.900 0.767 1.764 0.553
C 3.161 0.984 2.272 -0.336
C 4.268 1.694 1.518 -0.632
O 1.055 0.000 2.517 -0.495
C -0.317 0.072 2.139 -0.051
H -3.549 -0.219 -3.348 0.217
H -3.876 -1.939 -3.776 0.209
H -2.810 -0.947 -4.768 0.211
H -1.297 -2.321 -3.376 0.210
H -0.193 -2.121 0.799 0.178
H 1.156 -1.275 0.035 0.213
H -2.517 -0.827 0.862 0.187
H -2.481 0.953 0.677 0.205
H -0.312 2.044 0.294 0.174
H 0.251 1.087 -1.040 0.211
H 3.442 0.588 3.234 0.211
H 4.425 2.666 2.020 0.209
H 4.040 1.851 0.452 0.218
H 5.167 1.140 1.539 0.209
H -0.714 1.017 2.510 0.178
H -0.885 -0.722 2.644 0.200
```

Calculated values
E_LUMO ... 0.6 eV
Energy above the lowest of the compared OMol25 structures with the same formula, charge and spin ... 363.7 kJ/mol
Strongest force on any atom ... 3.7 eV Å⁻¹
SMILES string ... CC=C1OCC2(CO1)COC(=CC)OC2
E ... -19853.790 eV

=====

7.
Entry from the OMol25 dataset: a single C3H6N2O3 molecule (the ωB97M-V functional and the def2-TZVPD basis).

Geometry as XYZ:
```
14
Properties=species:S:1:pos:R:3:nbo_charge:R:1
N 2.109 0.809 0.335 -0.833
C 1.490 -0.347 -0.010 0.775
O 2.109 -1.385 -0.233 -0.650
N 0.112 -0.479 -0.007 -0.639
C -0.719 0.605 -0.142 0.659
O -0.249 1.701 -0.325 -0.581
C -2.167 0.285 0.040 -0.164
O -2.243 -1.108 0.163 -0.725
H 3.081 0.497 0.452 0.419
H 1.540 1.529 0.904 0.433
H -0.170 -1.268 -0.414 0.421
H -2.570 0.792 0.935 0.201
H -2.853 0.550 -0.803 0.201
H -3.141 -1.345 0.474 0.484
```

Calculated values
E_LUMO ... 0.4 eV
Energy above the lowest of the compared OMol25 structures with the same formula, charge and spin ... 110.5 kJ/mol
Strongest force on any atom ... 4.6 eV Å⁻¹
SMILES string ... NC(=O)NC(=O)CO
E ... -12331.083 eV

=====

8.
Entry from the OMol25 dataset: a molecular structure, C12H33ClI2IrO3P3 (the ωB97M-V functional and the def2-TZVPD basis).

Geometry as XYZ:
```
55
Properties=species:S:1:pos:R:3:nbo_charge:R:1
I -0.220 2.567 -2.206 0.560
I -0.016 -2.832 -1.844 0.510
Ir -0.132 -0.085 -1.240 0.135
P -2.450 -0.105 -1.837 1.192
C -3.419 -0.022 -0.299 -0.968
C -3.156 1.212 -2.905 -0.969
H -4.218 0.991 -3.087 0.301
H -4.100 -1.517 -2.910 0.300
H -2.623 1.241 -3.862 0.276
H -2.471 -1.745 -3.627 0.279
H -3.097 0.835 0.302 0.253
H -3.063 2.188 -2.416 0.257
C -3.027 -1.617 -2.691 -0.974
H -4.473 0.088 -0.575 0.289
H -2.857 -2.492 -2.051 0.251
H -3.261 -0.945 0.265 0.285
P 2.169 -0.132 -1.799 1.179
C 3.075 -0.092 -0.229 -0.984
C 2.864 -1.562 -2.714 -0.971
H 2.328 1.315 -3.751 0.276
H 3.910 1.090 -2.946 0.293
H 2.691 2.207 -2.249 0.253
C 2.838 1.264 -2.785 -0.962
H 2.332 -1.690 -3.664 0.280
H 3.930 -1.374 -2.914 0.303
H 4.147 -0.094 -0.460 0.292
H 2.819 -0.984 0.354 0.253
H 2.757 -2.476 -2.114 0.251
H 2.790 0.809 0.324 0.290
Cl -0.123 -0.209 -3.715 -0.294
C -1.207 2.844 1.617 -0.671
C 0.300 2.813 1.533 -0.083
O 0.862 1.589 1.064 -0.824
P -0.256 0.164 1.072 1.826
O -0.075 0.162 2.752 -0.828
C 1.155 -0.205 3.443 -0.059
C 1.825 1.021 4.008 -0.641
O -1.228 -1.311 1.173 -0.796
C -1.086 -2.318 2.166 -0.091
C 0.146 -3.173 2.006 -0.630
H -1.659 2.713 0.626 0.185
H -1.493 3.835 1.980 0.289
H -1.612 2.104 2.319 0.239
H 0.645 3.587 0.838 0.197
H 0.732 3.011 2.524 0.228
H 0.872 -0.920 4.231 0.229
H 1.838 -0.711 2.743 0.169
H 2.264 1.618 3.203 0.208
H 1.120 1.628 4.578 0.239
H 2.634 0.697 4.664 0.261
H -1.127 -1.869 3.158 0.222
H -1.978 -2.936 2.038 0.220
H 1.056 -2.570 1.929 0.191
H 0.237 -3.821 2.883 0.275
H 0.090 -3.785 1.097 0.209
```

Calculated values
E_LUMO (alpha / beta) ... -11.6 / -14.4 eV
Energy above the lowest of the compared OMol25 structures with the same formula, charge and spin ... 309.1 kJ/mol
Strongest force on any atom ... 5.0 eV Å⁻¹
Charge ... +3
2S+1 ... 6
E ... -78519.170 eV

=====

9.
Entry from the OMol25 dataset: 4 unconnected molecules or ions with the total composition C9H20I2N6O6 (the ωB97M-V functional and the def2-TZVPD basis).

Geometry as XYZ:
```
43
Properties=species:S:1:pos:R:3:nbo_charge:R:1
C -2.367 -0.409 -2.182 -0.666
C -1.351 0.713 -1.956 -0.296
I -1.520 2.137 -3.590 0.060
C -1.508 1.442 -0.605 -0.346
I -3.067 2.919 -0.703 0.092
C -1.615 0.447 0.524 0.017
C -2.693 0.508 1.640 -0.082
O -1.901 0.166 2.830 -0.492
C -0.699 -0.230 2.383 0.984
O 0.010 -1.106 2.827 -0.583
O -0.395 0.507 1.278 -0.505
H -3.089 -0.479 -1.380 0.214
H -1.853 -1.359 -2.243 0.233
H -2.915 -0.263 -3.096 0.234
H -0.333 0.375 -2.053 0.260
H -0.597 1.992 -0.437 0.257
H -1.650 -0.569 0.152 0.201
H -3.392 -0.293 1.486 0.219
H -3.135 1.457 1.866 0.211
C 2.645 -1.316 -0.216 0.778
O 1.726 -1.197 -1.019 -0.709
N 3.954 -1.372 -0.611 -0.854
N 2.429 -1.400 1.127 -0.851
H 4.734 -1.450 0.019 0.415
H 4.132 -1.300 -1.592 0.392
H 1.471 -1.356 1.440 0.426
H 3.164 -1.495 1.801 0.388
C 7.944 -1.220 -0.462 0.779
O 6.973 -0.907 0.207 -0.679
N 7.854 -1.516 -1.795 -0.845
N 9.201 -1.295 0.072 -0.845
H 8.640 -1.773 -2.360 0.389
H 6.948 -1.466 -2.217 0.406
H 9.297 -1.082 1.045 0.410
H 10.013 -1.546 -0.456 0.388
C -6.739 1.385 0.974 0.779
O -5.812 0.607 0.825 -0.676
N -6.542 2.694 1.322 -0.849
N -8.044 1.011 0.802 -0.848
H -7.286 3.352 1.449 0.388
H -5.594 2.999 1.438 0.410
H -8.217 0.058 0.546 0.409
H -8.819 1.633 0.919 0.387
```

Calculated values
E_LUMO ... 0.2 eV
Strongest force on any atom ... 1.8 eV Å⁻¹
E ... -47086.995 eV